Record 1
# C2H2N2OS

C2H2N2OS in the gas phase at a distorted geometry (wB97M-V/def2-TZVPD, OMol25).

Properties
LUMO level = 0.6190 eV
HOMO level = -9.16 eV
SMILES string = Sc1conn1
Total charge = 0
Energy relative to the best compared isomer or geometry (same formula, charge and spin) = 48.9 kcal per mole
Electronic energy = -660.26971 Eh

The geometry in XYZ format:
```
8
C2H2N2OS wB97M-V/def2-TZVPD
O -1.58 0.34 0.73
H -0.25 -0.18 2.14
N -1.62 0.44 -0.65
H 1.87 -0.09 -1.73
C 0.37 -0.17 -0.07
C -0.39 -0.15 1.05
N -0.44 0.22 -1.07
S 2.04 -0.42 -0.40
```

---

Record 2
# FH3OP2

2 unconnected molecules or ions with the total composition FH3OP2 at a distorted geometry (wB97M-V/def2-TZVPD, OMol25).

Properties
LUMO level = -0.6403 eV
HOMO level = -9.09 eV
Total charge = 0
Energy relative to the best compared isomer or geometry (same formula, charge and spin) = 32.2 kcal per mole
Electronic energy = -859.58005 Eh

The geometry in XYZ format:
```
7
FH3OP2 wB97M-V/def2-TZVPD
O -1.26 -0.59 -0.67
H 0.17 -0.09 1.72
H -2.17 -0.75 -0.34
H -0.72 -1.42 -0.78
F 1.80 1.52 -1.13
P 0.94 1.58 0.24
P 1.24 -0.26 0.96
```

---

Record 3
# C21H29N3O2S

2 unconnected molecules or ions with the total composition C21H29N3O2S at a distorted geometry (wB97M-V/def2-TZVPD, OMol25).

Properties
LUMO level = 0.1521 eV
HOMO level = -8.35 eV
SMILES string = Cc1ccc(S(=O)(=O)/N=C/c2ccccc2)cc1.CN(C)C[C@@H]1CCCN1
Total charge = 0
Energy relative to the best compared isomer or geometry (same formula, charge and spin) = 108.6 kcal per mole
Electronic energy = -1530.47625 Eh

The geometry in XYZ format:
```
56
C21H29N3O2S wB97M-V/def2-TZVPD
C -4.03 1.41 -2.78
C 4.24 -1.22 2.56
H -3.95 -1.70 -4.15
C -5.47 -0.20 2.42
H 2.14 0.21 0.28
H -0.69 1.56 -2.26
H 5.32 -2.99 3.17
H -3.45 4.00 -0.82
C 2.54 -0.07 1.25
C -3.92 -2.07 2.46
C -2.91 3.34 -1.51
H -5.67 -1.55 -2.61
N -4.25 -0.04 -2.92
C 3.60 -0.78 3.73
H 6.29 -1.51 3.17
H -4.99 1.93 -2.93
C -1.41 3.27 -1.14
H 4.03 -1.04 4.70
C -1.95 1.00 1.61
H -4.26 1.84 -0.67
C -2.86 -1.19 2.22
H 5.84 -2.28 1.63
C -5.61 -0.45 -2.61
C -3.11 0.17 1.97
C 3.69 -0.86 1.33
C -1.06 1.77 -1.24
C 2.45 0.01 3.68
N -0.77 0.57 1.89
O 0.90 2.38 1.19
H 1.97 0.36 4.58
H -2.15 1.99 1.18
H -2.36 0.11 -1.21
C -4.41 0.68 2.17
H -1.82 -1.53 2.18
H -6.07 -2.29 2.62
C -3.45 1.88 -1.42
H -4.37 -0.23 -5.06
H -3.71 -3.14 2.57
C 1.92 0.36 2.43
H -6.48 0.17 2.52
H -6.34 -0.08 -3.36
H -3.32 1.72 -3.56
H -3.01 3.74 -2.53
C -5.23 -1.58 2.51
C 5.49 -2.05 2.64
H -0.27 1.50 -0.54
H -1.28 3.63 -0.11
S 0.58 1.53 2.33
H 4.19 -1.18 0.42
C -3.81 -0.61 -4.18
N -2.33 1.09 -0.94
H -2.74 -0.41 -4.34
H -4.58 1.75 2.13
H -5.90 -0.07 -1.63
O 0.36 2.11 3.62
H -0.76 3.88 -1.78
```

---

Record 4
# C28H35F3MgN4O3P2S

A molecular structure, C28H35F3MgN4O3P2S at a distorted geometry (wB97M-V/def2-TZVPD, OMol25).

Properties
LUMO level = -0.6052 eV
HOMO level = -8.33 eV
Total charge = 0
Energy relative to the best compared isomer or geometry (same formula, charge and spin) = 0.0 kcal per mole
Electronic energy = -3113.24048 Eh

The geometry in XYZ format:
```
77
C28H35F3MgN4O3P2S wB97M-V/def2-TZVPD
C 2.76 -5.37 -3.73
C 1.40 -2.31 -1.52
C 0.53 -4.34 -10.59
C -2.61 -6.03 -7.52
H -2.41 -1.10 -0.43
C 7.22 -3.58 -6.84
H 5.81 -6.45 -5.87
H 0.18 -3.80 1.29
H 3.68 -6.48 -7.64
H -0.79 -3.64 -0.86
N -0.81 -4.65 -7.50
F -1.88 0.99 2.93
F -2.01 3.19 2.83
O 0.48 3.19 1.57
P 3.44 -4.41 -6.24
H 5.35 -2.32 -6.76
C 1.61 -1.57 -0.23
H -3.34 -6.77 -7.82
H 8.28 -5.55 -6.60
H 1.11 -3.35 -1.35
C 6.12 -5.46 -6.17
H -0.86 2.36 -1.12
C -1.41 1.69 -0.45
C 3.18 -5.50 -7.73
H -1.88 2.32 0.32
H -1.14 -5.94 -9.21
H 2.54 -4.35 -3.46
H -2.19 1.17 -1.01
C -1.27 2.16 3.31
O 1.33 2.41 3.78
C 7.37 -4.98 -6.54
H 0.48 -1.24 -11.78
C -1.18 -2.90 -0.14
C -1.50 -5.63 -8.24
H 2.37 -2.34 -2.05
N 0.56 -3.57 -9.42
H 2.53 -0.97 -0.19
H 3.82 -7.49 -6.00
H 0.59 -1.46 -9.04
H 0.54 -5.42 -10.55
C 3.06 -7.62 -3.90
H 1.52 -6.08 -9.00
N 5.20 -4.40 -6.22
C 0.50 -3.49 -11.69
H 8.00 -2.91 -7.18
C -2.61 -5.29 -6.29
C 1.67 -5.68 -7.99
O 0.65 0.81 2.07
S 0.49 2.19 2.62
H -2.12 -3.31 0.26
C 5.89 -3.25 -6.64
P 0.81 -4.05 -7.73
N 3.28 -5.65 -5.01
C 2.63 -6.56 -3.03
H 3.08 -8.67 -3.68
H 1.34 -1.48 1.87
H 1.23 -6.39 -7.28
C 0.38 -1.66 -2.49
C -1.51 -1.60 -0.81
F -1.30 2.21 4.66
C 0.50 -2.15 -11.19
H -0.79 -2.50 1.95
H -1.26 -0.21 -2.39
C 3.45 -7.03 -5.10
H -1.13 -3.74 -5.58
C -0.21 -2.79 1.06
C -1.51 -4.46 -6.30
C 0.92 -1.81 0.92
Mg 0.06 0.37 0.21
C 0.55 -2.22 -9.80
H 2.27 -6.67 -2.02
H 0.48 -3.79 -12.73
C -0.85 -1.08 -1.87
H 3.67 -4.97 -8.56
H 0.11 -2.41 -3.26
H -3.34 -5.37 -5.49
H 0.90 -0.85 -3.04
```

---

Record 5
# C5H10O

C5H10O in the gas phase (wB97M-V/def2-TZVPD, OMol25).

Properties
LUMO level = 0.9430 eV
HOMO level = -9.87 eV
SMILES string = C[C@H]1CC[C@H]1O
Total charge = 0
Energy relative to the best compared isomer or geometry (same formula, charge and spin) = 21.4 kcal per mole
Electronic energy = -271.71847 Eh

The geometry in XYZ format:
```
16
C5H10O wB97M-V/def2-TZVPD
H 1.75 -1.81 0.13
H 0.69 -0.39 1.73
C 0.20 1.34 0.41
H -1.88 1.55 -0.48
H -0.65 0.83 -1.56
H -1.67 -0.45 1.03
O -1.09 -1.60 -0.59
C -0.96 -0.43 0.19
H 2.49 -0.23 -0.15
H 1.25 -0.86 -1.25
C 1.55 -0.79 -0.20
H 1.02 1.94 0.02
H -0.18 1.83 1.32
H -2.04 -1.74 -0.75
C -0.96 0.94 -0.52
C 0.48 -0.15 0.68
```

---

Record 6
# C27H31F2Si

2 unconnected molecules or ions with the total composition C27H31F2Si at a distorted geometry (wB97M-V/def2-TZVPD, OMol25).

Properties
LUMO level = -5.8903 eV
HOMO level = -10.30 eV
Total charge = +1
Energy relative to the best compared isomer or geometry (same formula, charge and spin) = 0.0 kcal per mole
Electronic energy = -1536.42092 Eh

The geometry in XYZ format:
```
61
C27H31F2Si wB97M-V/def2-TZVPD
H -1.54 6.74 3.82
H 0.33 1.03 -2.57
H -0.18 -0.60 1.31
H -1.65 -0.28 0.27
H -0.97 2.28 -1.17
H 3.60 -6.11 2.07
C 3.51 2.89 -1.46
H -3.11 6.83 3.02
F 4.63 3.56 -1.10
H -2.66 -3.74 -3.00
C -0.60 3.92 0.10
H 2.62 -3.70 2.85
C -1.97 3.98 0.45
H 5.60 1.29 -2.20
H -3.16 -4.86 0.37
C -1.04 -2.29 0.37
H -1.77 7.87 2.50
H 2.55 -6.36 3.46
C -0.18 2.91 -0.79
C 4.91 1.57 -3.00
H -4.06 -3.46 0.96
H -1.24 -4.40 -2.19
C 0.94 -3.00 1.72
C -2.44 4.92 1.32
H -2.65 3.27 0.01
H 1.10 -1.98 2.02
H 0.46 -6.67 0.73
H -1.19 -2.77 -2.87
H 4.86 0.75 -3.71
C 0.59 -5.64 1.01
Si -2.45 -2.75 -0.76
F 0.63 6.71 2.13
C -1.58 5.84 1.90
H -3.90 -0.77 -0.37
H 2.49 0.44 -3.54
C 1.21 1.56 -2.26
H -4.26 -1.56 -1.91
H -4.46 -4.17 -0.61
C -2.03 6.87 2.86
C -0.27 -4.67 0.53
H 1.26 5.01 0.38
C -3.64 -3.93 0.08
C 2.58 -6.33 2.37
H 5.33 2.44 -3.49
C 1.80 -3.97 2.20
H 2.35 3.90 -0.09
C 2.42 1.23 -2.81
C -1.81 -3.49 -2.36
C -0.23 5.82 1.56
H -3.49 4.96 1.57
H 2.32 -7.33 2.00
C 0.24 4.89 0.67
C -0.12 -3.32 0.88
C 2.30 3.21 -0.89
C -0.95 -0.99 0.67
C 1.11 2.58 -1.29
C 1.64 -5.30 1.85
C 3.58 1.89 -2.43
H -2.84 -0.52 -1.77
H -1.07 -4.97 -0.12
C -3.46 -1.24 -1.25
```

---

Record 7
# C48H57AsF3GeN2W

A molecular structure, C48H57AsF3GeN2W at a distorted geometry (wB97M-V/def2-TZVPD, OMol25).

Properties
LUMO level (spin up / spin down) = -8.5913 / -7.9788 eV
HOMO level (spin up / spin down) = -12.75 / -12.75 eV
Multiplicity = 2
Total charge = +2
Electronic energy = -6651.52933 Eh

The geometry in XYZ format:
```
113
C48H57AsF3GeN2W wB97M-V/def2-TZVPD
C 2.96 3.86 0.90
C 2.52 -1.77 1.94
H 1.41 -8.02 -0.14
H -1.53 -3.87 2.53
C 3.67 2.93 -3.43
H 0.61 -4.04 2.68
H -5.77 0.77 -0.80
As 2.09 -0.43 -0.59
H -2.86 -0.69 1.09
C 0.74 -4.93 2.07
H 2.80 5.30 -0.64
C -4.18 2.96 -0.04
C -2.66 3.16 3.63
C -0.87 3.02 -1.35
C -4.51 0.67 0.98
H -0.67 -0.14 3.82
H 1.15 -6.68 -2.14
N 0.15 2.19 -1.24
H -1.20 2.26 -5.42
C 0.60 -4.80 0.67
H 4.50 0.08 -0.03
C 3.59 0.69 0.00
C -1.90 -2.91 2.18
H -6.10 -0.60 0.26
C 2.22 4.43 -0.31
H 3.51 -3.19 -0.96
H 2.01 -0.89 2.34
H 3.95 3.52 0.62
C 0.08 1.40 1.75
C -1.24 0.78 3.76
H -2.19 -2.30 3.04
H -2.80 -3.12 1.61
C 3.71 -3.81 2.35
C 1.33 2.55 -1.97
H 4.60 3.03 -3.97
W -0.41 0.39 -0.22
H 0.89 0.85 2.25
C 0.24 -3.57 0.05
H -4.99 2.00 2.62
C -2.90 2.26 4.66
F -2.65 0.10 -2.19
H -1.50 3.61 1.90
H -3.27 4.60 -1.19
C 0.50 0.23 -4.85
H -6.30 1.84 1.44
C 1.10 -6.12 2.65
H 1.21 -6.19 3.72
C 3.88 -3.97 0.99
F -0.70 -0.79 -2.37
C -2.19 1.06 4.72
H 3.71 1.55 -0.66
C -2.08 2.79 -0.72
H 2.43 -1.85 -2.72
H -0.77 3.92 -1.96
H 4.41 -4.83 0.61
N -2.34 1.60 -0.03
H 0.44 2.86 -5.67
C -5.50 1.31 1.96
H -2.37 0.37 5.53
H 4.20 4.31 -1.92
H 0.24 -2.55 -1.84
H 2.91 -2.55 3.89
H 1.59 -8.19 2.32
H 0.18 4.25 0.51
H -3.35 -0.02 2.66
H -5.97 0.53 2.56
H -4.68 -0.62 -0.79
H -0.54 3.49 -4.35
C 3.45 3.62 -2.26
C 3.37 -3.04 0.10
H 0.78 -4.47 -3.19
H 0.47 2.35 1.35
H 3.07 4.63 1.66
C -0.29 2.60 -4.92
C 0.90 -5.94 -0.13
H 1.17 0.44 -5.67
H -0.57 1.26 -3.29
H 0.37 5.49 -0.75
H 2.88 -0.15 -3.00
H -5.17 3.30 0.15
C 3.03 -2.70 2.83
H -0.44 -0.11 -5.26
H 2.41 3.03 1.35
C 1.33 -7.25 1.85
H 0.92 -0.58 -4.25
H 3.45 1.05 1.02
C 2.68 -1.92 0.57
H 4.13 -4.52 3.04
C -1.77 -0.60 -1.47
H 1.02 5.76 0.86
C 2.28 3.49 -1.51
C 2.92 -0.97 -2.29
C 0.86 5.00 0.10
H 3.97 -1.21 -2.08
C 0.40 -3.49 -1.33
H -3.63 2.49 5.43
C -3.71 -0.40 1.71
C 2.64 2.17 -3.97
C 0.23 1.48 -4.01
C -3.63 1.71 0.36
C 0.72 -4.59 -2.12
H -4.34 -1.27 1.90
F -2.28 -1.85 -1.29
C 1.45 2.02 -3.27
H -3.21 4.09 3.59
C 0.92 -5.82 -1.54
H 2.74 1.74 -4.95
C -3.21 3.64 -0.73
C -0.98 1.68 2.72
C -5.31 0.01 -0.17
C -1.71 2.88 2.67
Ge -0.62 -1.99 0.94
C 1.23 -7.16 0.49
```

---

Record 8
# C16H33N5O6PdSSe2

A molecular structure, C16H33N5O6PdSSe2 (wB97M-V/def2-TZVPD, OMol25).

Properties
LUMO level = -0.9828 eV
HOMO level = -7.21 eV
Total charge = 0
Energy relative to the best compared isomer or geometry (same formula, charge and spin) = 3.3 kcal per mole
Electronic energy = -6683.55843 Eh

The geometry in XYZ format:
```
64
C16H33N5O6PdSSe2 wB97M-V/def2-TZVPD
C 0.82 3.06 0.62
H 1.25 3.77 2.59
H -2.44 -3.05 5.03
H 2.13 1.69 -4.24
H -1.87 -0.39 -1.77
H -0.10 -5.18 2.98
Se -1.54 -1.12 3.81
H -2.30 -6.14 3.09
N 0.37 1.06 2.90
H 1.16 3.92 0.04
C 0.72 3.82 -5.73
C -2.73 -5.27 3.60
C -2.13 -3.86 1.69
H 2.71 -1.04 0.38
H 0.17 -3.44 3.15
C 0.35 4.87 -4.70
H -3.15 -3.50 1.52
H 0.65 5.86 -5.05
H 1.79 3.70 -5.87
C -0.43 -4.28 3.50
O 0.38 1.33 -6.46
H -0.15 -3.64 5.32
N 0.99 -0.06 -2.21
H -2.03 -4.83 1.20
H -3.76 -5.15 3.24
H -1.17 3.25 0.09
H 1.01 2.17 0.03
H 2.66 3.28 1.69
S 0.09 2.20 -5.35
H 0.86 4.69 -3.75
H 0.38 0.60 3.81
C 0.64 0.25 -3.59
C -1.91 -4.03 3.19
H -0.45 0.16 -3.66
O 4.34 -1.14 -1.82
C 0.13 0.02 -1.18
H -1.69 0.61 -0.32
C 1.07 1.66 -3.96
H 0.28 4.03 -6.71
C -1.29 0.42 -1.31
C 2.00 -0.69 -0.35
O -1.27 2.33 -4.87
C 1.69 1.67 2.65
N -0.62 3.11 0.93
H 2.31 0.95 2.12
H -0.72 4.87 -4.52
C -2.46 -2.83 3.96
H 2.19 1.87 3.60
H -0.80 3.91 1.53
H -1.40 1.31 -1.93
Pd -0.34 -0.72 1.79
N 0.73 -0.34 -0.04
H 0.87 2.36 -3.15
O 3.41 -0.32 -3.59
C 2.19 -0.51 -1.68
H -0.36 1.76 2.94
C 1.63 3.00 1.91
N 3.39 -0.69 -2.42
O -0.19 -4.50 4.90
O -2.82 -5.49 4.99
Se -0.91 -2.73 0.66
H -1.91 -5.44 5.33
H 1.09 -0.48 -4.26
H -3.50 -2.68 3.69
```

---

Record 9
# C9H13Cl2NS

C9H13Cl2NS in the gas phase at a distorted geometry (wB97M-V/def2-TZVPD, OMol25).

Properties
LUMO level = 0.5523 eV
HOMO level = -8.04 eV
SMILES string = ClC1(Cl)C=CSN1C1CCCCC1
Total charge = 0
Energy relative to the best compared isomer or geometry (same formula, charge and spin) = 0.0 kcal per mole
Electronic energy = -1723.99967 Eh

The geometry in XYZ format:
```
26
C9H13Cl2NS wB97M-V/def2-TZVPD
Cl -2.03 2.45 -0.95
C 0.09 -2.95 -0.48
N 0.17 1.43 0.16
C 0.03 3.72 0.43
H 0.43 -0.59 2.06
H 2.03 4.28 0.50
H -1.56 -1.76 -1.60
C -0.78 2.50 0.30
C -0.25 0.05 0.11
C -0.20 -2.33 0.87
C -0.40 -1.95 -1.48
Cl -1.79 2.31 1.89
H -0.53 4.65 0.39
H -0.09 0.14 -1.99
H 0.29 -3.04 1.64
H 1.30 -0.38 -1.07
H 0.00 -2.19 -2.46
H -0.50 -3.84 -0.61
H -1.40 0.03 0.09
S 1.75 1.83 0.58
C 0.25 -0.54 -1.24
H -1.19 -2.31 1.12
H 1.43 -0.97 0.63
C 1.35 3.49 0.60
C 0.43 -0.93 1.05
H 1.18 -3.10 -0.55
```

---

Record 10
# C4H6N2S2

C4H6N2S2 in the gas phase at a distorted geometry (wB97M-V/def2-TZVPD, OMol25).

Properties
LUMO level = 0.5803 eV
HOMO level = -7.61 eV
SMILES string = C1=NS[C@H]2C[C@H]2SN1
Total charge = 0
Energy relative to the best compared isomer or geometry (same formula, charge and spin) = 88.3 kcal per mole
Electronic energy = -1061.77550 Eh

The geometry in XYZ format:
```
14
C4H6N2S2 wB97M-V/def2-TZVPD
H 0.19 2.67 -0.54
N 1.60 -0.72 0.42
H 0.93 -2.58 1.20
C 0.19 1.66 -0.16
H 0.45 0.63 1.90
S -1.65 -0.55 -0.45
H -2.01 1.76 0.11
C 0.64 -1.58 0.57
C -0.13 1.32 1.32
H 2.52 -0.65 0.80
C -1.16 1.10 0.25
S 1.25 0.37 -0.92
H -0.15 2.29 2.04
N -0.58 -1.60 0.23
```

---

Record 11
# C4H10S

A molecular structure, C4H10S at a distorted geometry (wB97M-V/def2-TZVPD, OMol25).

Properties
LUMO level = 0.4492 eV
HOMO level = -8.56 eV
Total charge = 0
Energy relative to the best compared isomer or geometry (same formula, charge and spin) = 251.2 kcal per mole
Electronic energy = -556.18163 Eh

The geometry in XYZ format:
```
15
C4H10S wB97M-V/def2-TZVPD
H -2.22 -0.74 -1.57
S 1.53 0.14 -0.32
H -1.38 -1.83 -0.67
H -0.80 0.94 0.04
H 2.40 -0.40 2.08
H -1.93 -0.31 1.15
H 0.27 -1.41 1.35
C -0.88 -1.01 0.52
H 2.80 1.65 1.02
C -0.42 0.11 -0.40
H 0.16 -0.31 -2.54
C -1.07 0.00 -1.70
H 1.12 1.27 1.95
C 1.92 0.67 1.37
H -1.49 1.24 -2.28
```

---

Record 12
# C3H8NOS

A gas-phase ion, C3H8NOS (charge +2) at a distorted geometry (wB97M-V/def2-TZVPD, OMol25).

Properties
LUMO level (spin up / spin down) = -8.5078 / -13.7377 eV
HOMO level (spin up / spin down) = -19.76 / -19.53 eV
Multiplicity = 2
Total charge = +2
Energy relative to the best compared isomer or geometry (same formula, charge and spin) = 6.5 kcal per mole
Electronic energy = -646.50362 Eh

The geometry in XYZ format:
```
14
C3H8NOS wB97M-V/def2-TZVPD
H -0.16 -2.44 1.22
N -0.65 -1.54 1.29
O -1.91 0.75 1.32
H -0.65 1.62 0.00
S 1.31 0.72 -1.59
H 0.91 -0.15 1.32
C 0.09 -0.41 0.65
C 0.43 -0.61 -0.84
H -0.56 -0.69 -1.32
H -1.55 -1.73 0.82
C -0.87 0.84 0.77
H 2.50 0.53 -0.95
H 0.96 -1.55 -1.04
H -0.92 -1.33 2.26
```